(1)
C4H12N2O | ωB97M-V with the def2-TZVPD basis set

XYZ file:
```
19
Properties=species:S:1:pos:R:3
C -0.208 2.392 0.203
C 0.210 1.025 0.802
N -0.556 0.535 1.928
C 0.082 0.004 -0.343
N 0.512 -1.336 0.096
C 0.706 -2.333 -1.036
O 0.061 -1.909 -2.209
H -1.068 2.205 -0.442
H -0.575 3.054 0.994
H 0.639 2.841 -0.345
H 1.287 1.069 1.039
H -0.268 0.946 2.795
H -1.529 0.498 1.675
H 0.590 0.319 -1.264
H -0.988 -0.019 -0.697
H -0.100 -1.727 0.809
H 1.758 -2.451 -1.304
H 0.325 -3.294 -0.658
H -0.879 -1.820 -2.043
```

Calculated values
SMILES string: C[C@@H](N)CNCO
Energy relative to the best compared isomer or geometry (same formula, charge and spin): 159.1 kJ/mol
Highest occupied orbital energy: -8.623 eV

Results of the Löwdin charge analysis, in e, for atoms 1 through 8: number 1, C, carries -0.08; number 2, C, carries -0.46; number 3, N, carries 0.04; number 4, C, carries -0.24; number 5, N, carries -0.05; number 6, C, carries -0.26; number 7, O, carries -0.07; number 8, H, carries 0.06

(2)
C6H12N2 | ωB97M-V with the def2-TZVPD basis set

XYZ file:
```
20
Properties=species:S:1:pos:R:3
C -0.091 0.880 -2.122
C -0.827 0.570 -0.867
C -1.043 -0.592 -0.220
N -1.601 -0.275 1.016
C -1.870 1.075 0.932
N -1.432 1.610 -0.163
H 0.512 1.772 -1.960
H -0.811 1.109 -2.907
H 0.540 0.091 -2.527
H -0.750 -1.606 -0.439
H -2.258 -0.891 1.468
H -2.124 1.653 1.812
C 2.989 -1.948 0.498
C 2.521 -0.518 0.876
H 2.173 -2.670 0.519
H 3.437 -1.965 -0.493
H 3.756 -2.312 1.182
H 3.106 -0.197 1.738
H 2.823 0.162 0.080
H 1.456 -0.488 1.071
```

Calculated values
SMILES string: Cc1c[nH]cn1.CC
Energy relative to the best compared isomer or geometry (same formula, charge and spin): 39.8 kJ/mol
Highest occupied orbital energy: -8.746 eV

Results of the Löwdin charge analysis, in e, for atoms 1 through 8: number 1, C, carries -0.05; number 2, C, carries -0.36; number 3, C, carries -0.10; number 4, N, carries 0.04; number 5, C, carries -0.21; number 6, N, carries 0.10; number 7, H, carries 0.08; number 8, H, carries 0.07

(3)
C28H22Br4N3O5Ru | ωB97M-V with the def2-TZVPD basis set

XYZ file:
```
63
Properties=species:S:1:pos:R:3
Ru -0.881 1.204 1.475
C -4.672 6.279 0.361
O -3.951 5.307 -0.390
C -3.206 5.748 -1.431
C -3.128 7.065 -1.863
C -2.316 7.386 -2.946
C -1.591 6.412 -3.612
C -1.686 5.092 -3.194
C -2.476 4.764 -2.107
N -2.565 3.413 -1.651
C -1.621 2.879 -0.835
N -0.461 3.522 -0.696
C 0.733 3.031 -0.129
C 0.794 1.937 0.726
C 2.052 1.511 1.175
C 3.194 2.187 0.799
C 3.127 3.300 -0.037
C 1.897 3.721 -0.505
O 1.690 4.780 -1.334
C 2.822 5.553 -1.717
N -1.806 1.723 -0.212
C -2.928 0.885 -0.459
C -3.321 0.443 -1.720
C -4.398 -0.418 -1.852
C -5.079 -0.869 -0.728
C -4.678 -0.470 0.538
C -3.607 0.395 0.662
O -3.119 0.783 1.902
C -4.038 1.486 2.768
H -5.163 5.735 1.162
H -5.424 6.771 -0.258
H -3.995 7.022 0.785
H -3.686 7.844 -1.365
H -2.261 8.416 -3.271
H -0.973 6.670 -4.460
H -1.154 4.302 -3.711
H -3.499 3.079 -1.453
H -0.363 4.405 -1.184
H 2.124 0.662 1.842
H 4.159 1.857 1.162
H 4.030 3.820 -0.316
H 3.529 4.948 -2.286
H 3.316 5.977 -0.841
H 2.441 6.354 -2.343
H -2.779 0.783 -2.593
H -4.699 -0.748 -2.836
H -5.909 -1.553 -0.836
H -5.178 -0.838 1.424
H -3.521 2.360 3.158
H -4.336 0.824 3.578
H -4.908 1.798 2.194
Br -0.477 5.144 7.087
C -0.354 3.721 5.880
C 0.213 2.473 6.306
Br 0.827 2.286 8.063
C 0.301 1.409 5.443
Br 1.003 -0.260 5.903
C -0.154 1.569 4.116
O -0.171 0.633 3.227
C -0.706 2.811 3.696
O -1.142 2.848 2.476
C -0.817 3.886 4.597
Br -1.601 5.459 3.948
```

Calculated values
Energy relative to the best compared isomer or geometry (same formula, charge and spin): 23.2 kJ/mol
Highest occupied orbital energy (spin up / spin down): -10.467 / -10.485 eV
Charge: +1

Results of the Löwdin charge analysis, in e, for atoms 1 through 8: number 1, Ru, carries 1.40; number 2, C, carries -0.05; number 3, O, carries -0.08; number 4, C, carries -0.22; number 5, C, carries 0.00; number 6, C, carries -0.06; number 7, C, carries -0.07; number 8, C, carries -0.02

(4)
C14H32LiNO14P | ωB97M-V with the def2-TZVPD basis set

XYZ file:
```
63
Properties=species:S:1:pos:R:3
C -0.406 -2.683 -3.429
N 0.797 -3.098 -2.679
C 0.506 -4.438 -2.158
C 1.894 -3.187 -3.760
C 1.148 -2.090 -1.656
C 2.202 -2.414 -0.455
O 2.125 -1.528 0.598
H -1.045 -2.486 -2.565
H -0.986 -3.251 -4.159
H -0.549 -1.771 -4.023
H 1.200 -5.011 -1.607
H 0.016 -5.213 -2.814
H -0.305 -4.326 -1.470
H 2.749 -3.671 -3.292
H 2.187 -2.319 -4.370
H 1.470 -3.902 -4.513
H 0.401 -2.033 -0.953
H 1.334 -1.018 -2.174
H 3.128 -2.512 -0.915
H 1.851 -3.256 -0.170
H 1.169 -1.427 0.980
Li -0.637 0.214 1.768
P -1.707 -2.046 1.217
O -2.132 -0.707 1.407
O -0.157 -1.542 1.446
O -1.894 -2.511 -0.073
O -2.106 -2.977 2.232
C 0.802 4.715 1.212
O -0.493 4.440 1.760
C -0.974 3.307 1.758
O -0.509 2.261 1.198
O -2.284 3.302 2.180
C -3.067 2.075 2.042
H 1.703 4.097 1.381
H 0.914 5.696 1.682
H 0.850 4.744 0.130
H -2.687 1.313 2.620
H -3.065 1.497 1.140
H -4.267 2.302 2.396
C -1.116 2.680 5.317
O -0.133 1.682 5.775
C 0.402 0.794 4.963
O 0.072 0.792 3.798
O 1.315 0.038 5.472
C 2.155 -0.727 4.555
H -0.670 3.336 4.636
H -1.526 3.358 5.892
H -1.755 2.339 4.652
H 2.232 -1.535 5.081
H 3.079 -0.406 4.437
H 1.747 -1.113 3.522
C 0.434 2.994 -5.016
O -0.637 2.766 -4.181
C -0.629 1.655 -3.473
O 0.018 0.686 -3.780
O -1.386 1.621 -2.462
C -1.370 0.577 -1.492
H 1.234 2.942 -4.433
H 0.429 3.688 -5.516
H 0.646 2.264 -5.726
H -0.226 0.560 -1.428
H -1.906 -0.411 -1.838
H -1.563 0.883 -0.671
```

Calculated values
Energy relative to the best compared isomer or geometry (same formula, charge and spin): 499.7 kJ/mol
Highest occupied orbital energy: -2.112 eV
Charge: -1

Results of the Löwdin charge analysis, in e, for atoms 1 through 8: number 1, C, carries -0.05; number 2, N, carries -0.32; number 3, C, carries -0.02; number 4, C, carries 0.01; number 5, C, carries -0.08; number 6, C, carries -0.25; number 7, O, carries -0.11; number 8, H, carries 0.09

(5)
C5H11OS | ωB97M-V with the def2-TZVPD basis set

XYZ file:
```
18
Properties=species:S:1:pos:R:3
C -1.530 0.544 0.229
C -0.626 -0.079 -0.504
C -2.935 0.242 0.177
C 2.129 -0.439 -1.445
C 1.372 -0.249 1.360
O 1.234 1.789 -0.258
S 1.037 0.376 -0.215
H -1.169 1.307 1.020
H -0.897 -0.899 -1.195
H -3.638 1.082 -0.088
H -3.330 -0.261 1.092
H -3.262 -0.423 -0.673
H 3.121 -0.599 -0.796
H 2.406 0.047 -2.257
H 1.781 -1.477 -1.663
H 2.445 -0.414 1.564
H 0.785 -1.178 1.667
H 1.078 0.630 1.986
```

Calculated values
Energy relative to the best compared isomer or geometry (same formula, charge and spin): 183.1 kJ/mol
Highest occupied orbital energy: -14.963 eV
Charge: +1

Results of the Löwdin charge analysis, in e, for atoms 1 through 8: number 1, C, carries -0.19; number 2, C, carries -0.21; number 3, C, carries -0.09; number 4, C, carries -0.08; number 5, C, carries -0.16; number 6, O, carries -0.29; number 7, S, carries 0.84; number 8, H, carries 0.16

(6)
C8H10N2O2S | ωB97M-V with the def2-TZVPD basis set

XYZ file:
```
23
Properties=species:S:1:pos:R:3
C -3.743 -0.234 -0.019
C -3.049 -0.007 1.165
C -3.159 -0.339 -1.232
C -1.684 0.350 1.026
C -1.806 -0.064 -1.366
C -1.140 0.258 -0.224
C 3.247 0.065 0.548
C 2.358 -0.538 1.525
N 0.733 2.084 -0.516
N 3.855 -0.861 -0.263
O 3.531 1.265 0.322
O 1.182 -0.310 -1.472
S 0.696 0.500 -0.347
H -4.737 -0.564 0.227
H -3.686 0.007 2.119
H -3.819 -0.583 -2.124
H -1.045 0.558 1.911
H -1.236 -0.224 -2.347
H 2.058 0.041 2.377
H 2.164 -1.499 1.138
H 1.410 2.475 -1.134
H 3.527 -1.909 -0.342
H 4.342 -0.472 -0.974
```

Calculated values
Energy relative to the best compared isomer or geometry (same formula, charge and spin): 522.0 kJ/mol
Highest occupied orbital energy (spin up / spin down): -9.040 / -8.935 eV

Results of the Löwdin charge analysis, in e, for atoms 1 through 8: number 1, C, carries -0.13; number 2, C, carries -0.06; number 3, C, carries -0.09; number 4, C, carries -0.08; number 5, C, carries -0.08; number 6, C, carries -0.35; number 7, C, carries -0.69; number 8, C, carries 0.10